[1]
{
  "formula": "C24H44Br10O12",
  "method": "ωB97M-V/def2-TZVPD",
  "species": ["Br", "Br", "Br", "Br", "Br", "Br", "Br", "Br", "Br", "Br", "O", "O", "O", "O", "O", "O", "O", "O", "O", "O", "O", "O", "C", "C", "C", "C", "C", "C", "C", "C", "C", "C", "C", "C", "C", "C", "C", "C", "C", "C", "C", "C", "C", "C", "C", "C", "H", "H", "H", "H", "H", "H", "H", "H", "H", "H", "H", "H", "H", "H", "H", "H", "H", "H", "H", "H", "H", "H", "H", "H", "H", "H", "H", "H", "H", "H", "H", "H", "H", "H", "H", "H", "H", "H", "H", "H", "H", "H", "H", "H"],
  "coordinates": [[2.42, 2.97, -0.78], [-3.60, 0.46, 1.08], [5.25, -1.89, -2.77], [-6.31, 0.69, -2.57], [0.95, -1.24, -3.23], [-0.67, -4.52, 1.04], [-5.10, -3.14, 0.74], [-0.28, 1.27, 0.74], [4.15, -4.92, -6.19], [2.64, 4.27, 3.80], [-2.84, -0.17, -3.41], [-3.25, -2.46, -3.16], [1.90, -2.29, 5.79], [-2.42, -1.45, -5.13], [4.36, 0.56, -0.16], [-4.31, 3.44, 4.40], [2.58, -0.36, 1.04], [-4.10, 4.23, 2.27], [-0.19, -1.67, 6.54], [-2.32, 3.37, 3.24], [4.73, -0.45, 1.82], [0.09, -2.22, 4.40], [0.81, 0.20, -1.87], [-3.36, 5.39, 0.30], [4.20, -2.88, -4.20], [-2.83, -1.47, -3.82], [-1.94, 3.96, 2.08], [2.55, -2.17, 6.99], [5.84, 0.53, -0.47], [-3.15, 4.08, 1.20], [3.81, -0.16, 0.88], [-2.48, 0.67, -4.40], [0.53, -2.07, 5.65], [-5.78, 0.70, -0.69], [4.38, -1.08, 3.06], [0.95, -2.48, 3.34], [3.14, 3.34, 1.10], [1.90, 3.51, 2.09], [4.90, -4.17, -4.56], [-3.43, -3.85, 1.52], [-2.37, -3.74, 0.36], [-2.39, 0.17, -6.99], [-4.29, 0.68, -0.74], [-3.62, 3.69, 3.42], [-0.18, -0.07, -0.77], [-1.94, -0.18, -5.51], [-1.08, 3.47, 1.63], [-3.19, 6.30, 0.87], [3.97, -0.55, 3.92], [1.35, -3.49, 3.36], [6.07, 0.72, -1.52], [-3.48, 0.26, -6.98], [-1.74, 1.38, -4.03], [-6.16, 1.62, -0.24], [-3.34, 1.19, -4.82], [-3.94, -0.12, -1.40], [4.72, -4.99, -3.86], [-3.29, 3.11, 0.72], [6.27, -0.39, -0.07], [1.82, -1.83, 3.44], [0.55, 1.09, -2.44], [0.50, -2.40, 2.35], [-1.18, -0.10, -1.20], [-2.24, -2.73, -0.03], [3.69, 2.48, 1.48], [5.38, -1.43, 3.31], [-3.60, -4.86, 1.88], [4.19, -2.16, -5.02], [-2.72, 5.50, -0.57], [6.37, 1.33, 0.06], [3.20, -3.02, 7.13], [-3.78, 1.57, -1.11], [-1.97, 1.16, -7.15], [1.34, 2.57, 2.17], [-2.20, -0.52, -7.81], [1.19, 4.17, 1.60], [3.74, -1.94, 2.85], [0.08, -1.00, -0.25], [-6.26, -0.15, -0.20], [-0.87, -0.37, -5.47], [2.95, -1.16, 7.14], [3.14, -3.03, -3.98], [-1.45, 4.90, 2.35], [-4.40, 5.56, 0.02], [1.81, 0.38, -1.48], [1.73, -2.32, 7.70], [-3.16, -3.25, 2.39], [5.94, -4.02, -4.85], [3.62, 4.32, 1.19], [-2.51, -4.34, -0.53]],
  "lowdin_charge": [0.71, 0.83, 0.62, 0.70, 0.76, 0.65, 0.61, 0.94, 0.63, 0.63, 0.00, 0.09, -0.06, 0.07, -0.12, 0.16, 0.04, 0.06, 0.14, 0.08, -0.03, 0.02, -0.66, 0.01, -0.65, -0.46, -0.22, -0.08, -0.03, -0.27, -0.51, -0.17, -0.51, -0.65, -0.02, -0.11, -0.52, -0.67, -0.70, -0.63, -0.64, 0.02, -0.66, -0.51, -0.51, -0.31, 0.03, 0.08, 0.10, 0.09, 0.07, 0.08, 0.14, 0.07, 0.14, 0.03, 0.05, 0.07, 0.08, 0.06, 0.04, 0.03, 0.04, 0.03, 0.05, 0.11, 0.06, 0.05, 0.07, 0.09, 0.10, 0.06, 0.09, -0.03, 0.09, 0.03, 0.09, 0.06, 0.05, 0.11, 0.10, 0.01, 0.15, 0.08, -0.01, 0.09, 0.05, 0.05, 0.05, 0.04],
  "e_homo_ev": [-12.14, -12.14],
  "homo_lumo_gap_ev": [8.773, 3.626],
  "charge": 1,
  "multiplicity": 2
}

=====

[2]
{
  "formula": "C24H44Cl5N8",
  "method": "ωB97M-V/def2-TZVPD",
  "species": ["Cl", "Cl", "Cl", "Cl", "Cl", "N", "N", "N", "N", "N", "N", "N", "N", "C", "C", "C", "C", "C", "C", "C", "C", "C", "C", "C", "C", "C", "C", "C", "C", "C", "C", "C", "C", "C", "C", "C", "C", "H", "H", "H", "H", "H", "H", "H", "H", "H", "H", "H", "H", "H", "H", "H", "H", "H", "H", "H", "H", "H", "H", "H", "H", "H", "H", "H", "H", "H", "H", "H", "H", "H", "H", "H", "H", "H", "H", "H", "H", "H", "H", "H", "H"],
  "coordinates": [[3.84, 3.81, -4.27], [4.60, -3.47, -0.68], [6.31, 0.57, -2.46], [-0.21, 2.54, -6.71], [5.18, -1.77, -5.82], [-0.08, 2.08, 4.85], [-0.11, -4.36, 0.69], [-1.07, -3.96, -1.24], [1.99, -0.09, -3.21], [0.03, 3.81, 6.26], [-3.89, -0.92, -3.67], [2.15, -0.32, -1.05], [-2.79, 0.95, -3.41], [0.24, -4.36, -1.47], [2.39, 0.36, -4.52], [0.87, 6.10, 6.37], [0.87, -4.47, -0.29], [-2.35, 2.26, -2.99], [-1.27, -4.07, 0.08], [-2.09, -3.46, -2.16], [-1.17, 3.91, 5.57], [-2.97, -0.87, -4.70], [0.59, 4.79, 7.14], [-4.84, -1.98, -3.40], [-1.09, 2.20, -2.07], [-3.73, 0.14, -2.86], [-2.38, 0.32, -4.54], [0.28, 0.96, 4.01], [0.96, -3.26, 2.66], [0.05, -4.41, 2.14], [0.68, 2.75, 5.72], [1.02, -0.99, -1.47], [2.62, 0.31, -2.12], [0.88, -0.82, -2.85], [2.74, -0.37, 0.32], [-1.22, 2.86, 4.72], [1.82, 0.25, 1.40], [-4.07, 0.36, -1.87], [1.15, 6.86, 7.10], [-0.65, 3.19, -2.13], [1.45, -3.66, 3.55], [0.01, 6.63, 5.97], [-1.71, 0.87, -5.17], [3.69, 0.15, 0.27], [0.46, -1.62, -0.79], [3.48, 0.99, -2.15], [-2.14, -3.74, 0.63], [-2.14, 2.50, 4.28], [-1.77, 4.80, 5.66], [0.20, -1.20, -3.59], [1.76, -3.03, 1.96], [-0.89, -4.21, 2.65], [-0.15, 4.98, 7.92], [-4.73, -2.45, -2.42], [1.64, 0.95, -5.06], [-2.71, -2.81, -1.54], [0.42, -2.33, 2.82], [2.94, -1.43, 0.49], [3.28, 1.00, -4.44], [0.38, -4.63, -2.50], [-2.62, -4.30, -2.60], [-5.86, -1.65, -3.60], [1.00, -0.46, 1.58], [1.31, 1.18, 1.15], [-3.18, 2.72, -2.47], [-4.64, -2.82, -4.07], [1.69, 5.97, 5.67], [1.50, 4.50, 7.65], [2.72, -0.46, -5.17], [-1.27, 1.76, -1.09], [0.24, 1.11, 2.94], [-1.63, -2.91, -2.98], [-0.35, 1.58, -2.58], [-2.84, -1.55, -5.52], [1.82, -4.89, 0.00], [-2.03, 2.78, -3.89], [0.50, -5.36, 2.40], [1.65, 2.42, 6.06], [1.30, 0.73, 4.31], [2.39, 0.25, 2.33], [-0.46, 0.20, 4.25]],
  "lowdin_charge": [-0.79, -0.69, -0.63, -0.66, -0.73, -0.08, -0.05, -0.09, -0.05, -0.06, -0.10, -0.02, -0.03, 0.01, -0.03, -0.06, 0.01, -0.15, -0.05, 0.00, 0.00, 0.00, -0.18, -0.02, -0.04, -0.02, -0.03, -0.01, -0.05, -0.14, -0.01, -0.06, -0.01, -0.03, -0.14, -0.03, -0.10, 0.15, 0.08, 0.09, 0.08, 0.08, 0.04, 0.13, 0.09, 0.11, 0.14, 0.13, 0.14, 0.11, 0.07, 0.11, 0.13, 0.07, 0.04, 0.07, 0.05, 0.04, 0.05, 0.16, 0.10, 0.10, 0.03, 0.07, 0.12, 0.10, 0.09, 0.13, 0.04, 0.05, 0.06, 0.09, 0.06, 0.15, 0.11, 0.12, 0.13, 0.16, 0.10, 0.07, 0.10],
  "e_homo_ev": -1.82,
  "homo_lumo_gap_ev": 1.374,
  "charge": -1
}